{"formula": "C10H31FeO11", "method": "ωB97M-V/def2-TZVPD", "symbols": ["Fe", "O", "H", "C", "C", "O", "O", "H", "H", "H", "H", "H", "H", "C", "C", "O", "O", "H", "H", "H", "H", "H", "H", "C", "C", "O", "O", "H", "H", "H", "H", "H", "H", "C", "C", "O", "O", "H", "H", "H", "H", "H", "H", "C", "C", "O", "O", "H", "H", "H", "H", "H", "H"], "xyz": [[0.605, 1.404, -2.138], [0.016, -0.093, -1.084], [-0.690, -0.201, -0.433], [-2.360, -0.547, 4.367], [-1.256, -0.917, 3.440], [0.002, -0.569, 4.044], [-2.501, 0.840, 4.704], [-2.307, -1.021, 5.352], [-3.337, -0.886, 4.016], [-1.339, -0.297, 2.537], [-1.170, -1.957, 3.117], [0.585, -0.495, 3.276], [-1.676, 1.073, 5.145], [0.593, -3.683, -1.442], [-0.952, -3.720, -1.233], [-1.549, -2.741, -2.072], [1.162, -2.528, -0.784], [0.866, -3.635, -2.499], [1.017, -4.597, -1.025], [-1.168, -3.642, -0.166], [-1.322, -4.689, -1.567], [-1.211, -1.875, -1.841], [0.623, -1.744, -1.013], [1.568, -0.683, -4.050], [2.902, -0.063, -3.745], [2.769, 0.719, -2.521], [0.476, 0.256, -3.923], [1.438, -1.510, -3.351], [1.474, -1.076, -5.061], [3.374, 0.457, -4.580], [3.636, -0.813, -3.443], [3.637, 0.842, -2.125], [0.233, 0.518, -4.818], [2.075, 2.164, 0.980], [2.474, 0.743, 1.310], [1.365, -0.059, 1.626], [1.595, 2.330, -0.390], [2.936, 2.822, 1.135], [1.306, 2.562, 1.646], [3.075, 0.859, 2.212], [2.976, 0.257, 0.469], [0.906, -0.157, 0.782], [1.474, 3.286, -0.462], [-1.950, 2.618, 1.116], [-2.810, 1.643, 0.333], [-3.684, 2.334, -0.547], [-1.169, 3.472, 0.272], [-1.357, 2.052, 1.838], [-2.676, 3.254, 1.630], [-3.455, 1.072, 1.004], [-2.158, 0.947, -0.207], [-4.377, 1.705, -0.767], [-0.683, 3.971, 0.938]], "nbo_charge": [1.649, -1.254, 0.484, -0.101, -0.097, -0.749, -0.720, 0.182, 0.186, 0.137, 0.185, 0.492, 0.473, -0.088, -0.096, -0.722, -0.766, 0.152, 0.190, 0.172, 0.191, 0.462, 0.477, -0.112, -0.107, -0.790, -0.781, 0.227, 0.216, 0.195, 0.214, 0.520, 0.518, -0.088, -0.094, -0.733, -0.807, 0.191, 0.193, 0.213, 0.183, 0.492, 0.499, -0.105, -0.077, -0.711, -0.732, 0.180, 0.191, 0.193, 0.123, 0.475, 0.468], "s_squared": 6.01, "homo_lumo_gap_ev": [7.87, 7.59], "multiplicity": 5, "charge": 1, "e_lumo_ev": [-4.3, -4.6]}

{"formula": "C15H15Br2F2O10P", "method": "ωB97M-V/def2-TZVPD", "symbols": ["C", "C", "Br", "C", "Br", "C", "C", "C", "O", "C", "P", "O", "O", "C", "C", "O", "H", "H", "H", "H", "H", "H", "H", "H", "H", "O", "C", "O", "C", "C", "F", "O", "H", "H", "H", "O", "C", "O", "C", "C", "F", "O", "H", "H", "H"], "xyz": [[6.343, 1.860, 0.128], [6.383, 0.596, 0.995], [8.256, 0.173, 1.450], [5.784, -0.705, 0.434], [6.336, -1.027, -1.408], [4.286, -0.902, 0.506], [3.789, -2.101, 0.819], [2.326, -2.362, 0.878], [1.878, -3.277, 1.513], [1.433, -1.424, 0.126], [-0.251, -2.060, -0.317], [-0.985, -1.786, 1.120], [-0.809, -0.731, -1.127], [1.923, -0.221, -0.179], [3.298, 0.193, 0.235], [3.558, 1.359, 0.392], [7.343, 2.267, -0.021], [5.737, 2.627, 0.617], [5.882, 1.662, -0.844], [5.926, 0.765, 1.972], [6.220, -1.534, 0.995], [4.436, -2.942, 1.061], [-0.616, -1.011, 1.566], [-0.205, -0.432, -1.821], [1.329, 0.550, -0.665], [-7.204, -0.789, 1.296], [-6.077, -0.496, 1.498], [-5.138, -1.293, 2.055], [-3.868, -0.645, 1.957], [-4.274, 0.810, 1.837], [-3.420, 1.523, 1.057], [-5.527, 0.724, 1.195], [-3.351, -0.986, 1.060], [-3.264, -0.864, 2.833], [-4.389, 1.339, 2.784], [-4.955, -0.135, -4.897], [-4.655, 0.404, -3.887], [-3.973, -0.169, -2.866], [-3.651, 0.840, -1.907], [-4.695, 1.898, -2.201], [-4.227, 3.155, -2.013], [-4.953, 1.698, -3.576], [-2.650, 1.224, -2.105], [-3.700, 0.440, -0.903], [-5.626, 1.787, -1.642]], "nbo_charge": [-0.645, -0.226, -0.016, -0.290, 0.027, -0.080, -0.208, 0.493, -0.475, -0.424, 1.398, -0.974, -1.007, -0.220, 0.501, -0.488, 0.233, 0.237, 0.227, 0.235, 0.250, 0.237, 0.491, 0.497, 0.229, -0.538, 0.967, -0.479, -0.134, 0.443, -0.334, -0.509, 0.217, 0.212, 0.159, -0.551, 0.968, -0.488, -0.123, 0.443, -0.327, -0.495, 0.197, 0.209, 0.161], "homo_lumo_gap_ev": 7.98, "smiles": "C[C@H](Br)[C@H](Br)C1=CC(=O)C(P(O)O)=CC1=O.O=C1OC[C@@H](F)O1.O=C1OC[C@@H](F)O1", "e_lumo_ev": -2.1}

{"formula": "C3H2N2O2", "method": "ωB97M-V/def2-TZVPD", "symbols": ["N", "C", "C", "O", "C", "N", "O", "H", "H"], "xyz": [[-1.649, 2.560, -0.811], [-1.355, 1.403, -0.643], [-0.884, -0.010, -0.329], [-1.687, -0.901, -0.234], [0.619, 0.082, 0.085], [1.215, -1.097, 0.317], [1.106, 1.218, 0.089], [0.536, -1.899, 0.747], [2.099, -1.356, 0.779]], "nbo_charge": [-0.227, 0.159, 0.430, -0.430, 0.566, -0.808, -0.527, 0.410, 0.427], "homo_lumo_gap_ev": 9.55, "e_above_lowest_kj_mol": 126.4, "smiles": "N#CC(=O)C(N)=O", "e_lumo_ev": -1.4}

{"formula": "C17H31N2OS4Ti", "method": "ωB97M-V/def2-TZVPD", "symbols": ["Ti", "C", "C", "S", "C", "C", "S", "C", "C", "S", "C", "C", "S", "H", "H", "H", "H", "H", "H", "H", "H", "H", "H", "H", "H", "H", "H", "H", "H", "C", "C", "C", "C", "O", "H", "H", "H", "H", "H", "H", "H", "H", "H", "N", "C", "C", "C", "N", "C", "C", "H", "H", "H", "H", "H", "H"], "xyz": [[0.075, -0.410, 0.554], [2.662, -1.291, -1.326], [1.416, -1.542, -2.195], [-0.006, -0.402, -1.908], [-1.464, -1.518, -2.097], [-2.647, -1.235, -1.153], [-2.356, -0.638, 0.578], [-2.557, -1.833, 1.981], [-1.327, -2.439, 2.684], [0.138, -1.329, 2.838], [1.558, -2.483, 2.595], [2.756, -1.918, 1.807], [2.493, -0.710, 0.426], [3.227, -0.455, -1.738], [3.321, -2.157, -1.374], [1.037, -2.551, -2.081], [1.725, -1.410, -3.232], [-1.097, -2.534, -1.997], [-1.835, -1.388, -3.113], [-3.322, -2.091, -1.148], [-3.223, -0.394, -1.537], [-3.243, -2.631, 1.701], [-3.097, -1.196, 2.682], [-0.986, -3.343, 2.197], [-1.639, -2.696, 3.696], [1.158, -3.380, 2.137], [1.928, -2.744, 3.586], [3.393, -2.738, 1.475], [3.367, -1.305, 2.468], [0.121, 3.478, 0.038], [0.148, 2.655, 1.313], [1.437, 2.854, 2.094], [-1.079, 2.900, 2.176], [0.110, 1.256, 0.917], [0.131, 4.540, 0.283], [-0.784, 3.270, -0.535], [0.994, 3.263, -0.579], [1.526, 3.893, 2.408], [2.302, 2.609, 1.477], [1.442, 2.228, 2.988], [-1.090, 3.932, 2.523], [-1.063, 2.249, 3.052], [-1.994, 2.721, 1.610], [-0.123, -7.327, -0.724], [-0.085, -6.009, -0.502], [-1.253, -5.239, -0.346], [-1.150, -3.892, -0.112], [-0.002, -3.192, -0.009], [1.103, -3.948, -0.168], [1.127, -5.298, -0.404], [-0.996, -7.819, -0.804], [0.719, -7.862, -0.846], [-2.232, -5.697, -0.411], [-2.067, -3.331, 0.001], [2.051, -3.435, -0.100], [2.077, -5.806, -0.514]], "nbo_charge": [1.202, -0.520, -0.512, 0.277, -0.512, -0.522, 0.252, -0.520, -0.511, 0.276, -0.511, -0.521, 0.251, 0.265, 0.263, 0.244, 0.263, 0.245, 0.263, 0.262, 0.265, 0.263, 0.265, 0.244, 0.263, 0.243, 0.263, 0.263, 0.265, -0.616, 0.248, -0.617, -0.617, -0.807, 0.243, 0.219, 0.219, 0.244, 0.219, 0.216, 0.244, 0.215, 0.220, -0.729, 0.264, -0.307, 0.040, -0.601, 0.041, -0.307, 0.417, 0.417, 0.242, 0.193, 0.193, 0.242], "s_squared": 0.75, "homo_lumo_gap_ev": [9.34, 8.65], "multiplicity": 2, "e_above_lowest_kj_mol": 198.2, "charge": 2, "e_lumo_ev": [-5.3, -6.1]}

{"formula": "C4H6N2", "method": "ωB97M-V/def2-TZVPD", "symbols": ["C", "C", "C", "C", "N", "N", "H", "H", "H", "H", "H", "H"], "xyz": [[-1.733, -0.196, -0.047], [-0.249, -0.022, 0.006], [0.793, -0.926, 0.010], [1.959, -0.132, 0.035], [1.677, 1.163, 0.051], [0.337, 1.201, 0.032], [-2.248, 0.689, 0.342], [-2.081, -0.363, -1.073], [-2.044, -1.054, 0.554], [0.720, -2.004, -0.002], [2.993, -0.452, 0.044], [-0.125, 2.097, 0.046]], "nbo_charge": [-0.643, 0.146, -0.358, -0.052, -0.272, -0.334, 0.218, 0.228, 0.232, 0.227, 0.207, 0.403], "homo_lumo_gap_ev": 10.02, "e_above_lowest_kj_mol": 46.5, "smiles": "Cc1ccn[nH]1", "e_lumo_ev": 1.0}